Molecular formula: C35H41F9N5O2PSr
Method: DFT, ωB97M-V with the def2-TZVPD basis set

energy above the lowest of the compared OMol25 structures with the same formula, charge and spin: 0.4679 eV
HOMO level: -13.65 eV
maximum force: 0.0070 Eh/bohr
frontier orbital gap: 8.6 eV

```
! wB97M-V def2-TZVPD RIJCOSX def2/J DEFGRID3
* xyz 2 1
Sr -0.13 -1.75 0.74
P 1.66 1.14 0.08
F -3.28 0.36 -4.34
F -3.06 2.49 -4.62
F -4.12 1.72 -2.90
F 1.87 7.57 1.78
F 6.78 -2.26 -2.26
F 7.15 -0.55 -3.52
F 3.84 7.03 2.43
F 7.96 -0.62 -1.52
F 2.15 6.75 3.75
O 0.90 -3.54 -0.78
O 2.35 -2.05 1.18
N -3.79 0.10 0.12
N -1.63 0.23 0.95
N -2.04 -3.38 1.29
N -5.48 -5.73 1.55
N -3.20 1.94 1.36
C 1.99 2.78 0.78
C -4.31 -3.68 2.02
C 4.29 0.39 0.13
C -0.96 0.37 -2.93
C -3.06 1.51 -3.71
C 3.22 0.67 -0.73
C 0.89 -3.68 -2.20
C 6.90 -0.92 -2.27
C 2.99 -2.11 2.46
C 1.71 4.30 2.63
C 3.40 0.52 -2.10
C 4.60 0.03 -2.60
C 2.12 -4.01 -0.17
C -3.21 -5.43 0.81
C 2.56 6.67 2.48
C 2.83 5.02 0.62
C 5.63 -0.29 -1.74
C -5.21 0.29 0.38
C 3.01 -2.84 0.17
C -1.48 2.57 -2.10
C 1.53 3.04 2.07
C -2.83 0.75 0.82
C -3.48 -0.94 -0.84
C -1.79 1.48 -2.90
C -4.10 2.84 0.64
C -3.16 -2.95 1.91
C -0.36 2.53 -1.29
C 0.45 1.40 -1.25
C 2.36 5.28 1.90
C -2.10 -4.62 0.77
C 2.65 3.77 0.06
C 0.14 0.33 -2.09
C -2.33 2.58 2.33
C -4.37 -4.97 1.46
C 5.49 -0.08 -0.37
H 3.02 3.57 -0.93
H -3.12 -1.94 2.32
H -5.49 -6.66 1.19
H -0.06 -3.30 -2.56
H 4.73 -0.09 -3.67
H 3.17 -2.20 -0.70
H -1.94 1.85 3.03
H 0.98 -4.74 -2.47
H -4.11 -0.81 -1.72
H 3.35 5.80 0.07
H -3.18 -6.41 0.35
H -1.20 -4.98 0.29
H 2.93 -3.11 2.88
H -2.11 3.45 -2.11
H -5.71 0.78 -0.45
H 1.04 2.26 2.64
H -5.35 0.89 1.28
H -4.99 3.06 1.24
H 2.62 0.79 -2.79
H -4.40 2.39 -0.30
H -3.67 -1.94 -0.43
H -1.19 -0.46 -3.58
H 2.62 -4.72 -0.85
H -0.12 3.38 -0.66
H -5.67 -0.69 0.54
H -0.98 0.94 1.29
H 4.18 0.55 1.19
H -6.29 -5.41 2.05
H -3.58 3.77 0.44
H 2.48 -1.40 3.11
H 1.71 -3.12 -2.66
H -1.49 3.11 1.85
H 1.36 4.51 3.63
H 4.04 -1.81 2.37
H -5.16 -3.27 2.55
H 1.85 -4.56 0.73
H 3.99 -3.17 0.54
H -2.91 3.31 2.88
H 6.32 -0.28 0.30
H -2.44 -0.85 -1.15
H 0.78 -0.56 -2.11
*
```